Entry A
Computed, not measured: a molecular structure, C18H34Br6O8S4, with ωB97M-V with the def2-TZVPD basis set.

Each line ends with the natural charge from an NBO analysis.
Atoms and positions in Å:
C 1.492 -4.874 1.046  -0.517
Br 1.785 -3.914 2.661  0.121
Br -0.359 -5.348 0.775  0.077
Br 2.627 -6.404 0.867  0.103
H 1.715 -4.209 0.224  0.221
C -0.766 5.081 1.685  -0.507
Br 0.758 4.271 0.864  0.118
Br -1.498 6.465 0.590  0.103
Br -0.319 5.723 3.459  0.068
H -1.535 4.341 1.858  0.228
C 4.912 -0.308 -1.153  -0.412
C 6.039 0.733 -0.880  -0.410
C 6.750 0.891 -2.201  -0.683
S 6.966 -0.759 -2.827  2.182
O 8.111 -1.347 -2.185  -0.948
O 6.845 -0.778 -4.260  -0.943
C 5.488 -1.410 -2.041  -0.690
H 4.056 0.228 -1.565  0.226
H 4.562 -0.713 -0.205  0.240
H 6.655 0.437 -0.033  0.220
H 5.548 1.666 -0.599  0.224
H 7.693 1.437 -2.213  0.254
H 6.124 1.409 -2.932  0.239
H 5.895 -2.180 -1.380  0.246
H 4.788 -1.903 -2.708  0.252
C -3.647 0.897 6.880  -0.410
C -3.021 2.263 6.536  -0.412
C -1.651 1.970 5.930  -0.663
S -1.946 0.559 4.850  2.168
O -0.822 -0.331 4.876  -0.943
O -2.470 1.001 3.583  -0.965
C -3.306 -0.145 5.810  -0.671
H -4.724 0.995 7.014  0.228
H -3.283 0.522 7.838  0.216
H -2.870 2.782 7.480  0.230
H -3.600 2.850 5.828  0.224
H -0.936 1.608 6.670  0.241
H -1.161 2.731 5.326  0.258
H -2.917 -1.091 6.173  0.253
H -4.114 -0.309 5.100  0.250
C -1.199 -1.136 -0.560  -0.417
C -1.513 0.058 0.359  -0.413
C -0.223 0.601 0.962  -0.688
S 1.132 -0.044 0.006  2.184
O 2.211 -0.367 0.900  -0.956
O 1.350 0.757 -1.167  -0.953
C 0.261 -1.557 -0.398  -0.671
H -1.259 -0.826 -1.606  0.226
H -1.866 -1.982 -0.411  0.229
H -2.168 -0.226 1.184  0.233
H -2.096 0.813 -0.172  0.212
H -0.068 0.090 1.916  0.254
H -0.154 1.670 1.123  0.256
H 0.473 -2.133 0.505  0.230
H 0.664 -2.045 -1.283  0.259
C -4.305 0.257 -4.930  -0.416
C -3.641 0.085 -6.316  -0.405
C -2.633 -1.071 -6.302  -0.681
S -2.567 -1.692 -4.627  2.169
O -1.218 -1.809 -4.144  -0.944
O -3.446 -2.834 -4.524  -0.952
C -3.406 -0.295 -3.846  -0.662
H -5.249 -0.293 -4.924  0.221
H -4.570 1.303 -4.786  0.227
H -3.088 0.985 -6.584  0.216
H -4.393 -0.102 -7.077  0.228
H -1.607 -0.756 -6.496  0.248
H -2.823 -1.917 -6.957  0.258
H -2.597 0.396 -3.604  0.237
H -3.866 -0.766 -2.983  0.257

As for the net charge: 0. As for the HOMO-LUMO gap: 9.81 eV.


Entry B
Computed, not measured: a molecular structure, C18H34Br6O8S4, with ωB97M-V with the def2-TZVPD basis set.

Each line ends with the natural charge from an NBO analysis.
Atoms and positions in Å:
C -0.859 0.430 0.074  -0.477
Br 0.123 1.449 1.442  0.063
Br -2.431 1.428 -0.494  0.065
Br -1.400 -1.297 0.713  0.099
H -0.154 0.361 -0.744  0.253
C -0.455 3.156 -3.194  -0.471
Br -0.022 3.148 -5.111  0.060
Br -0.829 4.955 -2.638  0.116
Br 1.112 2.433 -2.262  0.067
H -1.327 2.533 -3.053  0.231
C -7.244 1.205 -4.014  -0.412
C -7.070 1.067 -2.496  -0.418
C -6.068 2.065 -1.968  -0.653
S -6.051 3.406 -3.200  2.149
O -4.813 3.372 -3.962  -0.942
O -6.441 4.616 -2.525  -0.935
C -7.394 2.720 -4.202  -0.671
H -8.051 0.572 -4.375  0.230
H -6.342 0.752 -4.435  0.219
H -6.889 0.044 -2.148  0.229
H -8.006 1.246 -1.954  0.211
H -4.998 1.863 -1.929  0.241
H -6.448 2.534 -1.066  0.254
H -7.387 3.039 -5.244  0.257
H -8.355 3.040 -3.798  0.240
C 1.379 -2.761 4.019  -0.413
C 0.812 -1.320 3.795  -0.414
C -0.232 -0.950 4.861  -0.679
S -0.286 -2.384 5.972  2.158
O -1.306 -3.298 5.509  -0.952
O -0.278 -1.977 7.373  -0.937
C 1.317 -2.994 5.507  -0.669
H 2.419 -2.703 3.691  0.219
H 0.947 -3.623 3.512  0.222
H 0.446 -1.252 2.774  0.231
H 1.722 -0.722 3.852  0.218
H -1.171 -0.868 4.315  0.255
H -0.077 -0.076 5.485  0.255
H 1.538 -3.971 5.926  0.259
H 1.874 -2.261 6.110  0.237
C 3.925 1.172 1.383  -0.412
C 5.430 1.331 1.414  -0.426
C 5.902 1.110 2.841  -0.637
S 4.667 2.086 3.798  2.128
O 5.176 3.437 3.916  -0.948
O 4.201 1.379 4.958  -0.938
C 3.389 2.133 2.455  -0.640
H 3.652 0.139 1.622  0.213
H 3.492 1.381 0.407  0.236
H 5.795 2.325 1.116  0.217
H 5.981 0.729 0.687  0.235
H 6.866 1.474 3.175  0.256
H 5.701 0.056 3.045  0.228
H 3.518 3.113 1.996  0.243
H 2.462 2.041 3.010  0.244
C 1.696 -3.038 -4.359  -0.417
C 1.611 -4.103 -3.254  -0.411
C 1.239 -3.379 -1.981  -0.652
S 2.381 -1.940 -1.941  2.119
O 3.714 -2.339 -1.522  -0.930
O 1.680 -0.849 -1.283  -0.957
C 2.457 -1.834 -3.808  -0.635
H 0.734 -2.835 -4.824  0.221
H 2.313 -3.519 -5.123  0.227
H 2.639 -4.458 -3.120  0.215
H 1.001 -4.958 -3.535  0.234
H 1.287 -3.976 -1.070  0.254
H 0.213 -3.003 -2.014  0.236
H 3.526 -1.784 -4.001  0.252
H 2.045 -0.869 -4.104  0.250

As for the net charge: 0. As for the HOMO-LUMO gap: 9.84 eV.


Name the least stable of them. entry B.


Entry A
Computed, not measured: C6H7ClS in the gas phase, with ωB97M-V with the def2-TZVPD basis set.

Each line ends with the natural charge from an NBO analysis.
Atoms and positions in Å:
C -0.382 -0.713 -0.704  -0.413
C -1.501 0.242 -1.017  -0.176
C -1.339 1.348 -0.277  -0.231
C -0.074 1.272 0.417  -0.206
C 0.531 0.092 0.151  -0.028
C 1.855 -0.246 0.692  -0.370
H -1.504 -1.764 1.179  0.124
H 0.152 -1.067 -1.613  0.272
H -2.342 0.035 -1.655  0.223
H -2.046 2.166 -0.218  0.222
H 0.419 2.039 0.998  0.217
H 2.327 0.576 1.283  0.229
H 1.787 -1.125 1.321  0.228
S -0.938 -2.260 0.077  0.003
Cl 3.054 -0.597 -0.635  -0.094

As for the structure (SMILES): S[C@H]1C=CC=C1CCl. As for the net charge: 0. As for the HOMO-LUMO gap: 8.98 eV.


Entry B
Computed, not measured: C6H7ClS in the gas phase, with ωB97M-V with the def2-TZVPD basis set.

Each line ends with the natural charge from an NBO analysis.
Atoms and positions in Å:
C 1.888 -0.276 0.403  -0.214
C 0.796 -0.365 -0.377  -0.396
C -1.895 -0.284 0.049  -0.250
C -3.013 -0.773 -0.452  -0.359
C -1.741 1.079 0.536  -0.222
C -2.259 2.178 -0.085  -0.355
H 1.978 -0.792 1.337  0.222
H 0.758 0.089 -1.381  0.234
H -3.097 -1.812 -0.804  0.214
H -3.903 -0.110 -0.508  0.208
H -1.126 1.261 1.378  0.214
H -2.729 2.110 -1.014  0.192
H -2.222 3.126 0.438  0.202
S -0.539 -1.328 0.204  0.304
Cl 3.312 0.472 -0.186  0.006

As for the structure (SMILES): C=CC(=C)S/C=C/Cl. As for the net charge: 0. As for the HOMO-LUMO gap: 8.95 eV.


Name the least stable of them. entry B.